Here is a cluster of 6 separate species, C46H56F5O6PS in total from OMol25. Energies are from ωB97M-V/def2-TZVPD.

Summary:
Total energy: -3476.60023 a.u.
SMILES string: CCC[C@@H](C)[C@@]1(COO)C(=O)O[C@@](O)(P(C)C)[C@@]1(S)CCCCO.Fc1ccccc1.Fc1ccccc1.Fc1ccccc1.Fc1ccccc1.Fc1ccccc1
HOMO energy: -8.58 eV
Net charge: 0
LUMO energy: 0.57 eV

XYZ file:
```
115
Properties=species:S:1:pos:R:3:forces:R:3:lowdin_charge:R:1
C -1.35215 3.15427 2.68152 -0.021 -0.038 -0.047 -0.10
C -0.09424 4.01029 2.47646 -0.026 0.073 0.138 -0.25
C 0.21537 4.28968 1.00667 -0.008 0.021 0.007 -0.17
C 0.42156 3.11537 0.02286 0.062 -0.025 -0.013 -0.25
C 0.23497 3.67347 -1.40666 0.086 -0.018 0.050 -0.04
C 1.77057 2.34532 0.16868 -0.082 -0.081 -0.115 -0.24
C 2.94543 3.33106 0.40301 -0.048 0.013 -0.065 -0.16
O 2.91984 3.69084 1.77679 0.113 0.051 -0.008 -0.15
O 3.53962 4.98027 1.88673 -0.084 -0.120 0.079 0.01
C 1.79221 1.43588 1.38960 0.315 0.024 -0.341 -0.42
O 1.10914 1.43117 2.35616 -0.102 -0.016 0.425 0.17
O 2.80215 0.53290 1.23952 -0.180 -0.451 0.009 0.05
C 3.08866 0.27620 -0.12734 0.087 0.280 -0.392 -0.57
O 4.44157 0.59622 -0.35242 0.014 0.164 0.428 -0.12
P 2.82110 -1.59413 -0.50727 0.139 -0.095 0.171 1.00
C 2.64841 -2.22607 1.20683 -0.069 -0.069 0.166 -0.28
C 4.54117 -2.13298 -0.82749 0.066 0.028 -0.188 -0.29
C 2.16849 1.29518 -0.95259 0.461 0.298 -0.317 -0.49
S 3.22047 2.16003 -2.24096 -0.205 -0.083 0.079 0.88
C 1.03604 0.63314 -1.78309 -0.301 0.132 0.339 -0.23
C -0.32291 0.22141 -1.17433 0.167 -0.218 -0.131 -0.18
C -0.33262 -0.54483 0.14579 -0.294 0.058 -0.013 -0.18
C -1.63630 -1.32908 0.32661 0.070 0.091 0.024 -0.24
O -1.96499 -1.51542 1.69911 -0.087 -0.047 0.009 -0.07
H -1.95477 3.10755 1.76886 -0.030 0.068 0.035 0.07
H -1.99273 3.56482 3.46275 0.018 -0.042 0.024 0.07
H -1.09893 2.12886 2.94990 -0.006 0.052 -0.013 0.06
H 0.75695 3.55626 2.97977 -0.099 0.056 -0.021 0.08
H -0.25232 4.98600 2.94818 0.000 0.013 -0.043 0.11
H -0.65524 4.82926 0.62033 0.022 -0.007 -0.027 0.11
H 1.05222 4.98930 0.92061 -0.052 0.021 -0.032 0.11
H -0.37076 2.39755 0.24098 0.010 0.024 -0.049 0.11
H -0.39123 3.03326 -2.02721 0.002 -0.034 0.004 0.07
H -0.23473 4.65549 -1.36920 -0.070 -0.033 -0.021 0.08
H 1.18151 3.80160 -1.93144 0.001 -0.006 0.014 0.04
H 2.81320 4.22764 -0.20627 -0.035 -0.037 -0.034 0.13
H 3.90337 2.87519 0.16266 0.033 0.016 -0.012 0.10
H 2.86522 5.42732 2.41847 0.078 0.084 -0.020 0.10
H 4.91157 0.45264 0.48021 -0.089 -0.129 0.011 0.12
H 3.41285 -1.85591 1.89051 0.034 -0.011 -0.070 0.05
H 2.71565 -3.31479 1.15248 -0.026 0.012 0.005 0.04
H 1.67355 -1.96108 1.61754 0.103 -0.075 0.041 0.03
H 4.50464 -3.22170 -0.91157 0.036 0.026 -0.027 0.04
H 4.87485 -1.72700 -1.78277 0.054 -0.063 0.013 0.02
H 5.26631 -1.86359 -0.05943 -0.053 -0.010 0.060 0.04
H 3.47929 1.06895 -2.97535 -0.037 -0.058 0.031 -0.10
H 1.47284 -0.24133 -2.26961 0.041 0.072 0.047 0.07
H 0.82029 1.33431 -2.58202 -0.080 -0.011 -0.052 0.05
H -0.79401 -0.41544 -1.93079 0.067 0.023 -0.029 0.11
H -0.97533 1.09211 -1.10326 -0.047 -0.005 0.029 0.10
H 0.50826 -1.23710 0.16382 -0.182 0.100 0.158 0.04
H -0.27509 0.12473 1.00641 0.166 -0.056 -0.105 0.10
H -2.44239 -0.80011 -0.19483 -0.039 -0.088 0.012 0.12
H -1.54827 -2.33033 -0.10097 -0.036 0.075 -0.137 0.12
H -2.59442 -0.83730 1.96147 0.071 -0.013 0.039 0.07
F -1.05990 0.78877 -4.14288 -0.091 0.033 -0.044 0.05
C -0.22551 0.43316 -5.14450 0.053 0.022 0.010 -0.29
C 0.57143 1.40434 -5.71593 0.012 0.000 -0.001 -0.02
C 1.42941 1.02831 -6.74000 0.009 -0.001 -0.001 -0.08
C 1.47627 -0.29039 -7.17232 -0.012 0.002 0.010 -0.09
C 0.66383 -1.24394 -6.57380 0.017 0.010 -0.004 -0.08
C -0.19610 -0.88690 -5.54423 -0.015 -0.052 0.021 -0.03
H 0.51924 2.42395 -5.35844 0.000 -0.005 0.009 0.12
H 2.06595 1.77298 -7.19957 -0.003 -0.002 -0.002 0.11
H 2.14720 -0.57478 -7.97151 -0.001 0.000 0.000 0.10
H 0.69682 -2.27367 -6.90497 0.006 -0.001 0.005 0.11
H -0.83233 -1.61234 -5.05476 -0.003 0.012 0.007 0.11
F -2.76630 -4.34395 -6.71088 0.000 -0.001 -0.002 0.05
C -3.74467 -3.56299 -6.20382 0.011 -0.008 0.002 -0.29
C -3.60292 -2.19260 -6.28190 0.015 0.037 -0.007 -0.02
C -4.60788 -1.39436 -5.75363 -0.006 -0.005 0.009 -0.08
C -5.72529 -1.96999 -5.16457 0.011 -0.002 -0.002 -0.10
C -5.83894 -3.35225 -5.10310 -0.004 0.000 0.008 -0.08
C -4.84329 -4.16587 -5.62553 -0.010 0.008 0.005 -0.02
H -2.72216 -1.76785 -6.74428 -0.013 -0.005 -0.021 0.11
H -4.51247 -0.31756 -5.80318 0.003 -0.001 0.002 0.11
H -6.50505 -1.34311 -4.75372 0.000 -0.001 0.000 0.10
H -6.70760 -3.80480 -4.64308 -0.001 0.001 -0.004 0.10
H -4.90874 -5.24451 -5.58985 0.009 -0.001 0.000 0.12
F 6.37322 -0.50342 -3.63336 0.003 -0.006 -0.005 0.04
C 7.45344 0.11649 -3.10363 -0.029 0.004 -0.012 -0.28
C 7.37047 0.59349 -1.81196 0.131 -0.047 0.044 -0.01
C 8.48165 1.23032 -1.27627 0.013 0.002 -0.042 -0.08
C 9.63998 1.37790 -2.02772 -0.017 0.006 -0.001 -0.10
C 9.68906 0.88539 -3.32448 0.009 0.006 -0.009 -0.09
C 8.58798 0.24645 -3.87801 0.009 0.004 0.006 -0.02
H 6.46094 0.45473 -1.24895 -0.082 0.061 -0.078 0.09
H 8.43817 1.61723 -0.26631 0.004 -0.007 0.002 0.11
H 10.50170 1.87671 -1.60507 -0.002 -0.001 0.001 0.10
H 10.58921 0.99947 -3.91420 0.000 -0.004 0.003 0.10
H 8.60160 -0.14605 -4.88547 -0.010 0.001 -0.001 0.12
F -5.34925 1.49031 2.61254 0.003 -0.004 -0.001 0.05
C -5.74739 0.28041 3.06507 0.010 0.016 -0.017 -0.29
C -6.77823 -0.36474 2.41251 -0.006 -0.015 0.008 -0.02
C -7.17427 -1.60929 2.88270 -0.001 -0.003 -0.006 -0.08
C -6.54473 -2.18229 3.97897 0.003 0.003 0.003 -0.09
C -5.51041 -1.50868 4.61360 -0.005 0.004 -0.057 -0.08
C -5.10300 -0.26240 4.15844 0.062 -0.012 -0.004 -0.02
H -7.25290 0.10336 1.56120 0.006 0.005 -0.001 0.12
H -7.97982 -2.13329 2.38504 -0.001 0.002 0.004 0.10
H -6.85870 -3.15242 4.33954 0.001 0.002 0.001 0.10
H -5.02003 -1.95315 5.46764 -0.011 0.000 0.003 0.09
H -4.29843 0.28403 4.63247 -0.009 0.015 0.002 0.12
F -5.80538 -2.22031 7.81805 0.004 -0.009 0.037 0.05
C -4.81311 -2.56661 8.66769 -0.019 0.009 -0.020 -0.28
C -3.53686 -2.10463 8.41747 0.016 -0.008 0.012 -0.02
C -2.52323 -2.46784 9.29308 0.005 0.003 0.004 -0.08
C -2.79578 -3.27487 10.38888 -0.006 0.003 -0.006 -0.10
C -4.09060 -3.72247 10.61264 0.001 -0.005 0.002 -0.08
C -5.11713 -3.36931 9.74814 0.016 -0.004 0.014 -0.02
H -3.34738 -1.47615 7.55793 -0.012 0.004 0.000 0.11
H -1.51586 -2.11544 9.11501 -0.001 -0.004 -0.002 0.11
H -2.00079 -3.55418 11.06689 -0.001 0.000 0.000 0.10
H -4.30690 -4.35267 11.46525 0.000 0.004 0.001 0.10
H -6.13414 -3.70308 9.90070 -0.002 0.001 -0.009 0.12
```
Positions in Å, forces in eV/Å.

Here is the ion C8H15N2 with charge +1 from OMol25. Energies are from ωB97M-V/def2-TZVPD.

Summary:
Energy relative to the best compared isomer or geometry (same formula, charge and spin): 0.00 kcal/mol
Total energy: -423.09432 a.u.
SMILES string: C[N@@+]12C=CC[C@@H]1C[C@H](N)C2
HOMO energy: -13.43 eV
Net charge: +1
LUMO energy: -2.45 eV

XYZ file:
```
25
Properties=species:S:1:pos:R:3:forces:R:3:lowdin_charge:R:1
C 1.66846 -0.48364 -0.22902 -0.118 -0.294 0.129 -0.34
C 0.41080 -1.07444 -0.88513 0.977 -0.269 -0.296 -0.04
C 1.19308 -0.26316 1.21204 -0.054 -0.160 -0.244 -0.07
C -0.39663 1.72450 0.74635 0.057 0.149 0.083 -0.10
C -1.43427 0.54296 -0.96505 -0.155 0.706 -0.217 -0.04
C -0.24176 0.22613 1.05132 0.421 0.541 0.773 -0.20
C -1.25804 1.75002 -0.46798 0.066 -0.309 0.159 0.00
C -1.74817 -1.53664 0.18012 -0.635 -0.631 0.249 0.02
N -0.77190 -0.49347 -0.17235 -0.137 0.055 -0.093 -0.23
N 2.00580 0.79116 -0.83532 0.066 0.087 -0.224 0.06
H 0.35236 -0.83201 -1.94550 -0.123 -0.063 0.039 0.14
H 0.40293 -2.15750 -0.76231 -0.107 0.067 0.022 0.14
H 1.22299 -1.20339 1.76344 0.023 -0.008 0.034 0.13
H 1.80565 0.46398 1.73943 -0.002 0.011 0.073 0.13
H -0.83858 2.27004 1.57932 -0.015 -0.048 0.037 0.13
H 0.56503 2.18040 0.50179 -0.098 -0.013 0.104 0.11
H -1.96787 0.22831 -1.84172 -0.083 -0.143 -0.164 0.14
H -0.85867 -0.04825 1.90786 -0.066 -0.050 -0.185 0.16
H -1.64885 2.66055 -0.88080 -0.130 0.106 -0.211 0.13
H -2.02784 -2.10328 -0.70781 0.092 0.080 -0.019 0.12
H -1.32338 -2.21549 0.91885 0.103 0.048 -0.058 0.12
H -2.64291 -1.06917 0.59124 0.127 0.035 -0.008 0.12
H 2.48642 -1.21975 -0.27048 -0.228 0.075 0.001 0.15
H 2.83914 1.17661 -0.40381 -0.026 0.008 -0.046 0.10
H 2.20620 0.68556 -1.82449 0.045 0.020 0.061 0.10
```
Positions in Å, forces in eV/Å.

Here is an isolated molecule of C3H5NOS2 from OMol25. Energies are from ωB97M-V/def2-TZVPD.

Summary:
Energy relative to the best compared isomer or geometry (same formula, charge and spin): 58.93 kcal/mol
Total energy: -1043.59533 a.u.
SMILES string: C/C(=N/S)SC=O
HOMO energy: -9.56 eV
Net charge: 0
LUMO energy: -0.02 eV

XYZ file:
```
12
Properties=species:S:1:pos:R:3:forces:R:3:lowdin_charge:R:1
C 1.65710 -0.80749 -0.84352 -2.301 1.581 -1.629 -0.07
C 0.44265 0.15412 -0.47872 2.301 -0.766 1.765 -0.68
C -0.78576 0.64115 1.99919 -0.841 0.480 4.355 -0.56
H 1.43623 -1.25140 -1.89370 0.376 0.317 2.213 0.11
H 2.48204 -0.15889 -0.93035 1.331 0.753 -0.333 0.03
H 1.89103 -1.43358 -0.00716 -0.285 -0.845 0.163 0.06
H -1.03236 -0.30546 1.53334 -0.410 -0.207 -0.306 0.03
H -2.70047 0.13014 -1.80428 0.265 1.068 1.656 -0.09
N -0.61000 0.01716 -1.10397 -2.568 0.484 0.055 -0.34
O -1.34102 0.94854 3.10057 2.972 -0.411 -5.152 -0.05
S 0.73789 1.28487 1.07517 -1.911 -0.974 -0.240 0.84
S -2.17733 0.78085 -0.64658 1.071 -1.479 -2.547 0.70
```
Positions in Å, forces in eV/Å.

Here is an isolated molecule of C4H7FO from OMol25. Energies are from ωB97M-V/def2-TZVPD.

Summary:
Energy relative to the best compared isomer or geometry (same formula, charge and spin): 29.48 kcal/mol
Total energy: -331.66237 a.u.
SMILES string: C=C[C@@](C)(O)F
HOMO energy: -10.04 eV
Net charge: 0
LUMO energy: 0.98 eV

XYZ file:
```
13
Properties=species:S:1:pos:R:3:forces:R:3:lowdin_charge:R:1
C 0.80194 0.68131 1.65572 0.736 -0.223 -1.251 0.02
C 0.55096 0.87618 0.36936 -1.692 1.537 -1.997 -0.09
C -0.05787 -1.43274 -0.65245 -3.436 -1.199 1.837 0.00
C -0.34149 0.02521 -0.60720 0.672 2.369 2.335 -0.57
O -1.73476 0.39869 -0.35777 1.990 -0.428 -0.913 0.01
F -0.00117 0.49076 -1.88254 -0.208 0.234 0.087 -0.01
H 1.55882 1.28339 2.09551 0.030 0.877 0.690 0.05
H 0.51202 -0.17625 2.21362 -0.280 -0.742 0.133 0.06
H 0.69270 1.90290 -0.16538 0.618 -1.848 1.196 0.14
H 0.93027 -1.80987 -0.66480 1.143 0.408 0.130 0.08
H -0.67749 -2.02747 0.14305 1.131 1.200 -1.413 0.14
H -0.50762 -1.57446 -1.59931 -0.475 -1.415 -1.091 0.07
H -1.72633 1.36234 -0.54781 -0.228 -0.769 0.257 0.11
```
Positions in Å, forces in eV/Å.

Repeat the third record exactly.
Here is an isolated molecule of C3H5NOS2 from OMol25. Energies are from ωB97M-V/def2-TZVPD.

Summary:
Energy relative to the best compared isomer or geometry (same formula, charge and spin): 58.93 kcal/mol
Total energy: -1043.59533 a.u.
SMILES string: C/C(=N/S)SC=O
HOMO energy: -9.56 eV
Net charge: 0
LUMO energy: -0.02 eV

XYZ file:
```
12
Properties=species:S:1:pos:R:3:forces:R:3:lowdin_charge:R:1
C 1.65710 -0.80749 -0.84352 -2.301 1.581 -1.629 -0.07
C 0.44265 0.15412 -0.47872 2.301 -0.766 1.765 -0.68
C -0.78576 0.64115 1.99919 -0.841 0.480 4.355 -0.56
H 1.43623 -1.25140 -1.89370 0.376 0.317 2.213 0.11
H 2.48204 -0.15889 -0.93035 1.331 0.753 -0.333 0.03
H 1.89103 -1.43358 -0.00716 -0.285 -0.845 0.163 0.06
H -1.03236 -0.30546 1.53334 -0.410 -0.207 -0.306 0.03
H -2.70047 0.13014 -1.80428 0.265 1.068 1.656 -0.09
N -0.61000 0.01716 -1.10397 -2.568 0.484 0.055 -0.34
O -1.34102 0.94854 3.10057 2.972 -0.411 -5.152 -0.05
S 0.73789 1.28487 1.07517 -1.911 -0.974 -0.240 0.84
S -2.17733 0.78085 -0.64658 1.071 -1.479 -2.547 0.70
```
Positions in Å, forces in eV/Å.

LUMO energy of number 2 (C8H15N2)? -2.45 eV